1.
A cluster of 2 separate species, C4H6O2 in total. Source: OMol25; level of theory: ωB97M-V with the def2-TZVPD basis set.

Geometry as XYZ:
```
12
Properties=species:S:1:pos:R:3:forces:R:3
O -1.726883 0.483750 1.514410 -0.137 -0.113 0.003
C -2.045379 -0.189157 0.436395 -0.085 -0.095 0.363
C 0.206667 0.522661 -1.000787 -0.014 0.082 -0.225
C 1.569153 0.006394 -1.121148 0.343 -0.086 -0.242
O 2.473707 -0.292527 -1.846997 -0.337 0.217 0.334
C 0.944851 -0.187127 0.194302 0.191 -0.074 0.108
H -1.186958 -0.000819 2.167400 -0.052 0.022 -0.119
H -1.596556 -1.214795 0.548885 -0.137 0.183 -0.053
H 0.046266 1.585123 -0.831074 0.075 -0.162 -0.088
H -0.590899 0.047843 -1.568632 0.140 -0.051 0.177
H 0.724013 -1.210647 0.498090 -0.080 0.203 -0.130
H 1.185207 0.493058 1.007889 0.092 -0.125 -0.128
```
Forces are in eV/Å.

Orbital gap: 9.3 eV
Energy relative to the best compared isomer or geometry (same formula, charge and spin): 5.5604 eV
Charge: 0
Multiplicity: 1

---

2.
A structure of composition C4H6O2. Source: OMol25; level of theory: ωB97M-V with the def2-TZVPD basis set.

Geometry as XYZ:
```
12
Properties=species:S:1:pos:R:3:forces:R:3
O 1.263415 1.108555 1.472499 -0.160 -0.049 0.140
C 0.597810 0.199696 0.769913 -0.038 -0.089 -0.085
C 0.927394 -0.251074 -0.630030 0.112 0.028 -0.113
C -0.323411 -1.149214 -0.388179 -0.191 -0.251 -0.188
O -0.896108 -1.957006 -1.073799 0.239 0.323 0.271
C -0.486818 -0.588397 0.964072 -0.008 0.005 0.051
H 0.845978 1.216508 2.339528 0.096 0.029 -0.098
H -1.551805 1.528188 -1.666909 -0.043 -0.028 0.021
H 1.875517 -0.783535 -0.751931 -0.126 0.051 0.028
H 0.813375 0.505123 -1.413381 0.003 -0.111 0.112
H -1.875260 0.915949 -1.395479 0.011 0.058 -0.038
H -1.190086 -0.744795 1.773696 0.106 0.034 -0.100
```
Forces are in eV/Å.

Orbital gap: 9.9 eV
Energy relative to the best compared isomer or geometry (same formula, charge and spin): 2.5163 eV
Charge: 0
Multiplicity: 1

---

3.
A structure of composition C4H6O2. Source: OMol25; level of theory: ωB97M-V with the def2-TZVPD basis set.

Geometry as XYZ:
```
12
Properties=species:S:1:pos:R:3:forces:R:3
O 1.576391 -0.264012 -0.854648 0.012 -0.183 -0.398
C 0.364038 -0.746786 -0.394759 -0.238 -0.598 -0.256
C 0.150429 -0.447603 1.115400 0.289 0.348 -0.161
C -0.616596 0.741840 0.633001 0.162 0.419 0.001
O -0.188615 1.444455 -0.991082 0.336 0.016 1.007
C -0.812701 0.267348 -0.746690 -0.201 -0.481 0.021
H 1.350013 0.638874 -1.177654 0.188 -0.157 0.133
H 0.172915 -1.768986 -0.704472 0.201 -0.192 0.027
H -0.538189 -1.214221 1.522615 0.030 0.593 -0.158
H 1.000274 -0.334259 1.790438 0.055 -0.003 -0.290
H -0.731657 1.718398 1.065131 -0.901 0.058 0.164
H -1.726307 -0.035044 -1.257280 0.068 0.180 -0.090
```
Forces are in eV/Å.

Orbital gap: 10.2 eV
Energy relative to the best compared isomer or geometry (same formula, charge and spin): 4.1596 eV
Charge: 0
Multiplicity: 1

---

4.
The molecule C4H6O2. Source: OMol25; level of theory: ωB97M-V with the def2-TZVPD basis set.

Geometry as XYZ:
```
12
Properties=species:S:1:pos:R:3:forces:R:3
C 1.667675 0.580283 -0.027782 -0.048 0.217 -0.224
O 1.691970 -0.275402 1.105737 -0.170 -0.071 0.251
C 0.753654 -0.561665 0.080625 -0.140 -0.149 -0.177
C -0.740562 -0.581032 0.303669 0.214 -0.089 0.097
C -1.700678 0.415077 -0.188347 -0.026 0.313 0.120
O -1.408254 -0.744710 -0.945198 -0.092 -0.147 -0.163
H 1.357648 1.601371 0.188435 -0.183 -0.190 -0.095
H 2.510933 0.497284 -0.716980 -0.105 -0.024 0.243
H 1.021734 -1.450345 -0.492535 0.064 0.103 -0.034
H -1.086974 -1.271899 1.076941 0.170 0.144 -0.091
H -1.350053 1.362569 -0.594516 0.038 -0.173 -0.023
H -2.717095 0.428471 0.209949 0.279 0.067 0.096
```
Forces are in eV/Å.

Orbital gap: 11.5 eV
SMILES: C1O[C@H]1[C@H]1CO1
Energy relative to the best compared isomer or geometry (same formula, charge and spin): 3.0861 eV
Charge: 0
Multiplicity: 1

---

5.
The molecule C4H6O2. Source: OMol25; level of theory: ωB97M-V with the def2-TZVPD basis set.

Geometry as XYZ:
```
12
Properties=species:S:1:pos:R:3:forces:R:3
C -0.299804 1.522628 -0.473487 0.029 0.072 -0.022
C -0.354753 0.038004 -0.749111 0.060 -0.033 -0.295
O -0.233752 -0.428053 -1.859632 -0.154 0.190 0.387
C -0.451788 -0.885884 0.466010 -0.079 -0.033 0.049
C 1.007668 -1.194021 0.744326 0.251 0.213 0.186
O 1.710329 -0.494407 1.431735 -0.315 -0.375 -0.190
H -0.107034 1.739865 0.579620 -0.009 -0.054 -0.161
H -1.260548 1.967388 -0.756393 0.093 -0.080 0.045
H 0.475114 1.976913 -1.095264 -0.125 -0.059 0.037
H -0.900136 -0.389978 1.330860 0.099 -0.043 -0.154
H -0.999623 -1.791359 0.194059 0.122 0.121 -0.002
H 1.414328 -2.061096 0.187278 0.028 0.079 0.119
```
Forces are in eV/Å.

Orbital gap: 10.5 eV
SMILES: CC(=O)CC=O
Energy relative to the best compared isomer or geometry (same formula, charge and spin): 0.8262 eV
Charge: 0
Multiplicity: 1

---

6.
The molecule C4H6O2. Source: OMol25; level of theory: ωB97M-V with the def2-TZVPD basis set.

Geometry as XYZ:
```
12
Properties=species:S:1:pos:R:3:forces:R:3
O -0.546909 -1.477530 -1.470378 -0.296 0.023 0.342
C -1.056107 -0.989414 -0.491051 0.129 -0.156 -0.252
C -0.278996 -0.654490 0.757750 0.053 -0.083 -0.010
C 0.246610 0.781248 0.543189 0.085 0.100 0.034
C 1.062287 0.828687 -0.740747 0.308 0.018 0.035
O 2.244709 0.598637 -0.775088 -0.427 0.155 0.054
H -2.113009 -0.653314 -0.516020 -0.014 -0.102 0.029
H 0.561442 -1.347448 0.864788 -0.127 0.110 -0.072
H -0.913613 -0.709402 1.649316 0.082 0.073 -0.168
H -0.600369 1.477355 0.476112 0.176 -0.064 -0.019
H 0.894082 1.083024 1.370051 -0.104 -0.074 -0.050
H 0.499877 1.062652 -1.667922 0.135 0.001 0.076
```
Forces are in eV/Å.

Orbital gap: 10.7 eV
SMILES: O=CCCC=O
Energy relative to the best compared isomer or geometry (same formula, charge and spin): 1.2110 eV
Charge: 0
Multiplicity: 1

---

7.
A structure of composition C4H6O2. Source: OMol25; level of theory: ωB97M-V with the def2-TZVPD basis set.

Geometry as XYZ:
```
12
Properties=species:S:1:pos:R:3:forces:R:3
C -0.619293 -0.056151 0.459793 -0.801 -2.354 -1.473
C 0.107433 -1.331631 -0.192034 3.351 1.218 0.915
C 1.565640 -1.241907 0.111948 -2.233 -1.280 -2.853
C 0.033187 1.207270 -0.193561 -0.772 0.916 1.006
H -2.050465 -0.033296 -0.999031 0.058 -0.382 4.136
H -0.508605 -0.143433 1.594592 -0.356 0.520 -1.644
H -0.809657 -2.241827 -1.104836 3.277 2.766 2.922
H 2.232186 -0.211902 0.811798 -2.676 -3.805 -2.482
H 2.169995 -2.039730 -0.635598 -1.086 2.342 2.675
H -0.796413 1.878013 -0.683223 1.329 -0.880 0.330
O -2.034492 -0.117842 0.084136 1.184 0.929 -3.135
O 1.189638 1.533678 -0.096708 -1.275 0.011 -0.396
```
Forces are in eV/Å.

Orbital gap: 9.6 eV
Energy relative to the best compared isomer or geometry (same formula, charge and spin): 7.1660 eV
Charge: 0
Multiplicity: 1

---

8.
A structure of composition C4H6O2. Source: OMol25; level of theory: ωB97M-V with the def2-TZVPD basis set.

Geometry as XYZ:
```
12
Properties=species:S:1:pos:R:3:forces:R:3
C 0.886370 0.100130 1.419741 0.011 0.041 0.055
C -0.541655 -0.022896 0.950995 -0.162 0.025 0.127
O -1.493466 0.406440 1.578638 0.324 -0.099 -0.219
C -0.868098 -0.770961 -0.281249 -0.199 0.258 0.142
C -0.857924 -0.025770 -1.549197 -0.136 0.155 -0.076
O 0.414896 -0.705778 -1.463051 0.061 -0.222 0.064
H 1.528219 0.494543 0.625538 -0.110 -0.057 0.089
H 0.912934 0.751162 2.295930 -0.006 -0.096 -0.128
H 1.275145 -0.887832 1.691862 -0.079 0.109 -0.078
H -0.005054 -1.614597 -0.953643 0.264 -0.007 -0.159
H -0.687419 1.050612 -1.518625 -0.062 -0.137 0.031
H -1.485137 -0.347643 -2.380917 0.094 0.029 0.153
```
Forces are in eV/Å.

Orbital gap: 9.9 eV
Energy relative to the best compared isomer or geometry (same formula, charge and spin): 4.7308 eV
Charge: 0
Multiplicity: 1

---

9.
The molecule C4H6O2. Source: OMol25; level of theory: ωB97M-V with the def2-TZVPD basis set.

Geometry as XYZ:
```
12
Properties=species:S:1:pos:R:3:forces:R:3
O -0.487120 1.532979 -1.102520 0.140 0.162 0.241
C -0.295508 1.212986 0.162719 -0.353 0.036 -0.176
C 1.602499 -0.618264 0.237735 -0.022 -0.233 -0.012
C 0.451769 -1.224141 -0.027938 0.401 0.084 -0.137
O -0.621407 -1.098176 0.830707 0.027 0.049 0.076
C -1.311749 0.097793 0.482856 -0.142 0.193 0.024
H 0.155856 2.223651 -1.327459 -0.214 -0.016 0.017
H 2.400863 -0.588521 -0.494417 -0.001 -0.237 0.102
H 1.740480 -0.101371 1.181620 0.004 -0.052 -0.197
H 0.245948 -1.758377 -0.958138 0.050 0.044 0.174
H -1.876353 0.414904 1.366623 0.000 -0.046 -0.160
H -2.005278 -0.093464 -0.351789 0.108 0.017 0.047
```
Forces are in eV/Å.

Orbital gap: 9.1 eV
Energy relative to the best compared isomer or geometry (same formula, charge and spin): 4.5611 eV
Charge: 0
Multiplicity: 1

---

10.
The molecule C4H6O2. Source: OMol25; level of theory: ωB97M-V with the def2-TZVPD basis set.

Geometry as XYZ:
```
12
Properties=species:S:1:pos:R:3:forces:R:3
O 2.121523 0.190301 -1.035152 -0.369 -0.024 -0.649
C 0.988428 0.264782 -1.405089 0.801 -0.188 -0.529
O 0.108323 -0.797392 -1.370126 0.462 0.097 0.239
C -0.715222 -0.416801 -0.292818 -0.162 0.608 0.327
C -0.362603 -0.782535 1.096519 -0.112 -0.197 0.343
C -0.189682 0.649377 0.686345 -0.362 0.179 0.310
H 0.493541 1.171351 -1.788998 0.286 -0.056 -0.049
H -1.773672 -0.356525 -0.549290 0.323 0.110 -0.011
H 0.568733 -1.333711 1.195414 -0.189 0.079 0.131
H -1.153652 -1.023255 1.788621 -0.057 -0.299 -0.007
H -0.919365 1.417132 0.889666 -0.193 -0.128 0.529
H 0.833644 1.017281 0.784904 -0.429 -0.180 -0.634
```
Forces are in eV/Å.

Orbital gap: 11.6 eV
SMILES: O=COC1CC1
Energy relative to the best compared isomer or geometry (same formula, charge and spin): 2.2571 eV
Charge: 0
Multiplicity: 1